This record from OMol25 describes C21H28GeIMoN2O3Se as an isolated structure. The level of theory is the ωB97M-V functional and the def2-TZVPD basis.

Geometry as XYZ:
```
58
Properties=species:S:1:pos:R:3:nbo_charge:R:1
Mo 12.490 14.758 5.799 0.9066
C 7.876 8.931 5.804 -0.2660
O 8.598 10.225 5.693 -0.3715
C 8.229 11.269 6.538 0.4787
C 7.234 11.235 7.517 -0.3084
C 6.780 12.483 8.008 0.0169
C 7.433 13.686 7.843 -0.1440
C 8.695 13.692 7.204 -0.0402
C 9.578 14.809 7.281 0.1223
N 10.864 14.838 7.020 -0.2373
N 11.763 15.832 7.224 -0.3477
C 12.031 16.268 8.561 0.6753
O 11.462 15.731 9.471 -0.4814
C 13.024 17.350 8.525 -0.2426
C 14.162 17.421 9.341 -0.1433
C 15.214 18.317 9.089 -0.2093
C 15.159 19.202 8.020 -0.1397
C 13.933 19.316 7.381 -0.2028
C 12.891 18.470 7.734 -0.1519
C 8.820 12.537 6.195 0.4155
O 9.154 12.813 5.041 -0.3501
H 6.851 9.140 6.006 0.2107
H 8.391 8.251 6.442 0.2332
H 7.914 8.590 4.746 0.2534
H 6.781 10.363 7.950 0.2897
H 5.921 12.467 8.678 0.2821
H 7.093 14.590 8.334 0.2749
H 9.119 15.701 7.735 0.2540
H 14.245 16.794 10.226 0.2415
H 16.185 18.190 9.600 0.2543
H 15.960 19.914 7.847 0.2550
H 13.844 20.033 6.618 0.2438
H 11.971 18.710 7.308 0.2182
I 11.226 15.281 3.652 0.2328
C 14.362 15.283 6.102 -0.3671
H 14.640 16.058 6.846 0.2619
H 15.148 14.915 5.457 0.2582
C 14.030 8.334 4.497 -1.0843
Ge 14.003 9.506 6.030 1.6368
C 14.080 8.525 7.771 -1.0625
C 15.458 10.661 5.876 -1.1342
C 12.452 10.796 6.308 -0.9609
Se 12.593 12.576 7.188 0.4378
C 11.630 12.434 8.928 -0.6700
H 13.801 7.288 4.722 0.2695
H 14.955 8.262 3.941 0.2746
H 13.274 8.824 3.859 0.2299
H 13.212 7.913 7.936 0.2348
H 14.187 9.248 8.648 0.2264
H 14.983 7.944 7.791 0.2601
H 16.074 10.031 5.230 0.2626
H 16.010 10.773 6.761 0.2566
H 15.252 11.601 5.321 0.2132
H 11.638 10.273 6.881 0.2437
H 12.141 11.009 5.292 0.2387
H 12.178 11.673 9.498 0.2822
H 10.614 12.089 8.726 0.2104
H 11.705 13.455 9.244 0.2588
```

For the gap between HOMO and LUMO (alpha / beta), the calculation gives 4.0 / 4.0 eV. As for the net charge: +3. Its LUMO energy (alpha / beta) is -12.605 / -12.587 eV. Its total energy is -163135.871 eV.